Entry 1:
Density functional theory data (the ωB97M-V functional and the def2-TZVPD basis) for a 2-piece molecular cluster, C2H7NOSi overall in a non-equilibrium geometry.

Last column: natural (NBO) charge in e.
Geometry (Å):
C  -1.511  1.023  -1.168  -0.639
C  -1.459  1.003  0.274  -0.047
N  1.657  -0.658  0.051  -1.348
O  -0.606  1.657  0.885  -0.191
Si  2.204  -1.837  1.000  1.385
H  -0.812  1.770  -1.632  0.226
H  -2.483  1.436  -1.517  0.213
H  -2.128  0.320  0.775  0.211
H  -1.391  0.049  -1.423  0.228
H  1.778  0.367  0.176  0.403
H  2.685  -3.018  0.225  -0.211
H  2.064  -2.110  2.354  -0.230

Computed properties:
<S²>: 2.0055
2S+1: 3
HOMO-LUMO gap (alpha / beta), eV: 5.74 / 7.31
HOMO energy (alpha / beta), hartree: -0.2163 / -0.3390
E_LUMO (alpha / beta), eV: -0.1 / -1.9


Entry 2:
Density functional theory data (the ωB97M-V functional and the def2-TZVPD basis) for a 2-piece molecular cluster, C2H7O2 overall in a non-equilibrium geometry.

Last column: natural (NBO) charge in e.
Geometry (Å):
O  1.374  0.175  -2.309  -0.976
H  0.968  -0.186  -1.402  0.477
C  -0.559  0.348  0.579  -0.131
O  0.045  -0.657  -0.183  -0.295
C  -0.850  -0.041  2.059  -0.613
H  -1.740  0.430  0.315  0.244
H  -0.079  1.259  0.404  0.184
H  0.691  0.880  -2.466  0.446
H  0.090  -0.221  2.516  0.217
H  -1.432  -0.961  2.215  0.227
H  -1.393  0.810  2.519  0.220

Computed properties:
<S²>: 0.7558
2S+1: 2
HOMO-LUMO gap (alpha / beta), eV: 11.16 / 7.97
HOMO energy (alpha / beta), hartree: -0.3826 / -0.3821
E_LUMO (alpha / beta), eV: 0.8 / -2.4


Entry 3:
Density functional theory data (the ωB97M-V functional and the def2-TZVPD basis) for a 2-piece molecular cluster, C2H7O2 overall in a non-equilibrium geometry.

Last column: natural (NBO) charge in e.
Geometry (Å):
O  0.607  0.267  -1.665  -0.962
H  0.108  -0.340  -2.186  0.486
H  0.483  -0.522  2.143  0.293
H  1.353  0.493  -2.243  0.514
C  0.097  -0.750  1.153  -0.791
C  -0.533  0.240  0.422  0.552
O  -0.407  1.426  0.826  -0.518
H  0.939  -1.294  0.350  0.350
H  -0.551  -1.678  1.418  0.317
H  -1.233  0.080  -0.400  0.216
H  -0.863  2.077  0.181  0.542

Computed properties:
HOMO-LUMO gap, eV: 11.52
HOMO energy, hartree: -0.6192
Net charge: +1
E_LUMO, eV: -5.3


Entry 4:
Density functional theory data (the ωB97M-V functional and the def2-TZVPD basis) for C2H7O2P as an isolated structure in a non-equilibrium geometry.

Last column: natural (NBO) charge in e.
Geometry (Å):
C  -1.605  -1.520  0.514  -0.263
C  1.008  1.878  -0.239  -0.980
O  1.058  0.273  2.012  -1.016
O  -1.146  -0.404  -0.172  -0.785
P  0.867  0.254  0.575  1.838
H  -1.185  -1.621  1.496  0.166
H  -1.539  -2.468  -0.044  0.149
H  -2.652  -1.555  0.772  0.169
H  0.734  2.585  0.444  0.263
H  1.961  1.992  -0.710  0.258
H  0.299  1.738  -1.110  0.276
H  1.383  -0.853  0.016  -0.073

Computed properties:
HOMO-LUMO gap, eV: 9.74
HOMO energy, hartree: -0.3438
E_LUMO, eV: 0.4


Entry 5:
Density functional theory data (the ωB97M-V functional and the def2-TZVPD basis) for a 2-piece molecular cluster, C2H7O2P overall in a non-equilibrium geometry.

Last column: natural (NBO) charge in e.
Geometry (Å):
C  -3.031  -1.452  -0.190  -0.484
C  1.469  1.484  0.459  -0.310
O  1.101  -1.238  0.623  -0.987
O  2.660  1.249  -0.212  -0.670
P  0.407  -0.094  -0.043  1.181
H  -2.997  -0.481  0.192  0.146
H  -3.373  -1.546  -1.219  0.173
H  -2.248  -1.955  0.283  0.166
H  1.146  2.440  0.061  0.201
H  1.435  1.505  1.524  0.190
H  2.788  0.359  -0.030  0.472
H  0.644  -0.270  -1.449  -0.078

Computed properties:
HOMO-LUMO gap (alpha / beta), eV: 7.58 / 8.77
HOMO energy (alpha / beta), hartree: -0.3410 / -0.3283
E_LUMO (alpha / beta), eV: -1.7 / -0.2


Entry 6:
Density functional theory data (the ωB97M-V functional and the def2-TZVPD basis) for a 2-piece molecular cluster, C2H7O2P overall in a non-equilibrium geometry.

Last column: natural (NBO) charge in e.
Geometry (Å):
C  -1.863  0.657  0.520  -0.996
C  1.772  0.207  -0.451  -0.073
O  -1.131  -1.990  -0.019  -1.079
O  2.350  -0.104  0.708  -0.702
P  -0.804  -0.551  -0.414  1.338
H  -1.762  1.723  0.337  0.244
H  -2.913  0.274  0.631  0.259
H  -1.242  0.566  1.504  0.244
H  2.063  -0.570  -1.216  0.180
H  1.821  1.245  -0.603  0.180
H  2.769  -0.986  0.887  0.505
H  -1.060  -0.469  -1.882  -0.100

Computed properties:
HOMO-LUMO gap (alpha / beta), eV: 8.18 / 8.18
HOMO energy (alpha / beta), hartree: -0.2937 / -0.2937
E_LUMO (alpha / beta), eV: 0.2 / 0.2


Entry 7:
Density functional theory data (the ωB97M-V functional and the def2-TZVPD basis) for a 3-piece molecular cluster, C2H7O4 overall in a non-equilibrium geometry.

Last column: natural (NBO) charge in e.
Geometry (Å):
O  0.000  0.627  -0.374  -0.851
C  -1.252  0.568  -0.245  0.793
O  -2.099  -0.221  -0.688  -0.760
C  -1.787  1.410  1.004  -0.764
H  -0.976  1.865  1.567  0.193
H  -2.673  1.977  0.718  0.198
H  -2.217  0.680  1.694  0.199
H  1.437  -0.561  -1.204  0.506
H  1.936  0.814  -0.780  0.500
O  2.220  -0.096  -0.903  -1.002
H  1.508  -1.186  1.322  0.475
H  2.568  -1.514  0.378  0.490
O  1.973  -1.975  1.006  -0.977

Computed properties:
HOMO-LUMO gap, eV: 8.37
HOMO energy, hartree: -0.1599
Net charge: -1
E_LUMO, eV: 4.0


Entry 8:
Density functional theory data (the ωB97M-V functional and the def2-TZVPD basis) for a single C2H7O4P molecule in a non-equilibrium geometry.

Last column: natural (NBO) charge in e.
Geometry (Å):
C  -1.026  -0.556  1.207  -0.024
C  1.075  0.631  0.719  -1.076
O  -0.403  -1.608  1.596  -0.631
O  -1.554  -0.487  -1.405  -1.014
O  0.734  -0.934  -1.028  -1.012
O  -0.658  1.709  -0.889  -0.920
P  -0.311  0.178  -0.339  1.967
H  1.555  1.527  0.303  0.236
H  1.928  0.017  0.561  0.268
H  0.623  0.673  1.776  0.247
H  0.237  -2.056  0.921  0.476
H  -2.436  -0.122  -1.238  0.486
H  0.566  -1.225  -1.945  0.516
H  -0.331  2.254  -0.240  0.481

Computed properties:
HOMO-LUMO gap, eV: 8.71
HOMO energy, hartree: -0.3020
E_LUMO, eV: 0.5


Entry 9:
Density functional theory data (the ωB97M-V functional and the def2-TZVPD basis) for a 2-piece molecular cluster, C2H7OP overall in a non-equilibrium geometry.

Last column: natural (NBO) charge in e.
Geometry (Å):
C  0.188  1.590  -0.323  -0.991
C  0.081  -1.521  -0.168  -0.839
O  2.498  -0.096  -0.140  -1.074
P  1.101  0.031  0.209  1.748
H  -0.790  1.089  -0.458  0.227
H  0.103  2.080  0.755  0.239
H  0.493  2.307  -1.092  0.261
H  -0.957  -1.467  -0.147  0.210
H  0.543  -2.147  -0.901  0.230
H  0.357  -2.284  1.338  0.141
H  0.731  0.163  1.490  -0.152

Computed properties:
HOMO-LUMO gap, eV: 10.38
HOMO energy, hartree: -0.3757
E_LUMO, eV: 0.2


Entry 10:
Density functional theory data (the ωB97M-V functional and the def2-TZVPD basis) for a 2-piece molecular cluster, C2H7OPS3 overall in a non-equilibrium geometry.

Last column: natural (NBO) charge in e.
Geometry (Å):
O  3.257  -0.095  -2.092  -0.984
P  2.619  -0.634  -0.610  0.859
S  0.559  -0.903  -1.283  -0.363
S  2.669  1.241  0.232  -0.297
H  3.476  -0.865  -2.637  0.496
H  0.515  -2.171  -1.238  0.130
H  2.008  1.014  1.354  0.171
C  -2.864  0.430  0.747  -0.691
C  -1.378  0.456  1.047  -0.222
S  -0.680  0.294  2.504  -0.008
H  -2.875  -0.603  0.221  0.239
H  -3.397  0.447  1.749  0.241
H  -3.016  1.068  -0.079  0.235
H  -0.893  0.320  0.083  0.194

Computed properties:
HOMO-LUMO gap, eV: 8.66
HOMO energy, hartree: -0.3196
Structure (SMILES): OP(S)S.CC=S
E_LUMO, eV: 0.0


Calculated energy above the lowest of the compared OMol25 structures with the same formula, charge and spin in order - 260.3; 98.9; 120.4; 222.3; 459.1; 318.8; 88.3; 498.3; 236.6; 152.7 kJ/mol